(1)
This record from OMol25 describes a cluster of 2 separate species, C7H22BN3O3P in total in a non-equilibrium geometry. The level of theory is the ωB97M-V functional and the def2-TZVPD basis.

Atoms and positions in Å:
C1 0.55427 -2.17759 -0.22184
N1 0.74672 -0.86061 -0.94047
C2 1.74721 -1.19413 -2.06668
C3 -0.53437 -0.31846 -1.53494
O1 -0.83896 -0.74322 -2.78897
C4 -1.55433 0.76415 -0.84484
P1 -2.92602 0.00726 0.24667
B1 -3.97525 -0.58784 -1.24701
N2 -5.28534 0.08662 -1.72172
O2 -3.58575 -1.80385 -2.03453
H1 1.07434 -2.06325 0.84663
H2 1.12726 -3.09126 -0.73206
H3 -0.55748 -2.52327 -0.10380
H4 2.79098 -1.47704 -1.56113
H5 1.43303 -2.15649 -2.67741
H6 1.85861 -0.32294 -2.84817
H7 -2.07426 1.42823 -1.66527
H8 -0.88832 1.46992 -0.15033
H9 -2.32110 -1.30185 0.28610
H10 -2.24473 0.46764 1.43363
H11 -3.69443 1.25866 0.23053
H12 -3.96719 -0.51294 1.13265
H13 -5.91492 0.09334 -0.87463
H14 -5.75728 -0.61705 -2.36607
H15 -3.43362 -2.58549 -1.42269
C5 3.39201 0.09803 2.32431
O3 2.64072 -0.81346 2.00212
N3 3.21688 1.42873 2.00947
C6 4.15518 2.44858 2.43009
C7 2.05901 1.82120 1.23374
H16 4.30336 -0.08933 2.91589
H17 3.62846 3.17877 3.05132
H18 4.55947 2.94442 1.54301
H19 4.97753 2.01469 3.00517
H20 1.15308 1.53072 1.77418
H21 2.07955 1.29756 0.27323
H22 2.05568 2.90157 1.06381

Force components x, y, z for each atom (eV/Å):
C 0.45 -1.30 2.01
N -0.59 -0.88 -1.93
C 0.51 -0.41 -0.60
C -2.20 -1.26 -5.94
O 1.83 2.45 6.72
C 3.41 0.86 -1.20
P -1.12 0.15 0.78
B -1.27 -1.54 -2.67
N 0.18 -2.73 0.77
O -1.22 0.38 2.15
H -1.40 -0.35 -2.25
H -1.21 2.10 0.71
H 2.04 1.04 -0.22
H -2.25 0.91 -0.96
H 0.40 1.97 1.16
H -0.18 -1.59 1.79
H 1.26 -1.49 1.27
H -1.39 -1.41 -1.38
H 0.79 -0.62 0.12
H 0.51 -0.08 0.45
H 0.17 0.70 -0.08
H -0.71 -0.37 0.40
H 0.98 0.54 -1.06
H 0.81 1.18 0.88
H 0.19 1.81 -1.00
C -0.71 0.36 -0.50
O 0.67 0.96 0.31
N 0.60 -1.22 0.56
C -0.29 -0.19 -0.14
C -0.26 -0.27 -0.18
H 0.07 0.13 0.02
H 0.21 0.10 -0.01
H 0.10 0.13 0.16
H -0.15 -0.01 -0.09
H -0.03 0.06 -0.27
H -0.28 0.06 0.09
H 0.10 -0.18 0.12

Values from the calculation:
Multiplicity: 1
Total charge: -1
Electronic energy (eV): -28189.4976
Highest occupied orbital energy (eV): -2.98

---

(2)
This record from OMol25 describes a cluster of 2 separate species, C20H22BF2N2 in total in a non-equilibrium geometry. The level of theory is the ωB97M-V functional and the def2-TZVPD basis.

Atoms and positions in Å:
F1 3.31213 -0.47952 -5.65080
C1 2.46096 -1.17727 -4.82650
C2 2.41012 -2.56081 -4.95146
C3 1.45952 -3.23059 -4.16235
C4 0.71701 -2.56876 -3.18454
C5 0.84394 -1.15937 -2.99697
C6 0.19111 -0.44360 -1.92112
C7 0.23299 0.95917 -1.76904
C8 -0.73068 1.75164 -1.13331
C9 -0.70315 3.18913 -1.00829
C10 0.19269 4.00456 -1.76384
C11 0.24597 5.37075 -1.53575
F2 1.10063 6.13889 -2.29422
C12 -0.55656 6.01336 -0.59512
C13 -1.44621 5.22041 0.14597
C14 -1.54573 3.84692 -0.06517
C15 1.69189 -0.47260 -3.91277
H1 3.05048 -3.06999 -5.67198
H2 1.35609 -4.30903 -4.31408
H3 0.03382 -3.14868 -2.55188
H4 -0.35002 -1.03296 -1.17321
H5 1.12130 1.47661 -2.16611
H6 -1.59692 1.24588 -0.69443
H7 0.80769 3.56502 -2.54118
H8 -0.47698 7.08806 -0.45076
H9 -2.08749 5.70901 0.88425
H10 -2.29369 3.26852 0.47888
H11 1.75140 0.60498 -3.87550
H12 -0.03355 -1.99424 0.77977
B1 -0.06473 -2.85062 1.74544
H13 -0.89449 -3.71504 1.42904
H14 1.05318 -3.34673 1.84987
C16 -0.47498 -2.13408 3.09861
N1 -0.52989 -2.50594 4.40460
C17 -0.22544 -3.81591 4.93568
C18 -0.94354 -1.45248 5.19850
C19 -1.15273 -0.39593 4.36058
N2 -0.86806 -0.82399 3.09364
C20 -0.99294 -0.00447 1.90959
H15 -0.34944 -3.76720 6.02542
H16 -0.91013 -4.56610 4.51883
H17 0.80577 -4.09465 4.68743
H18 -1.05346 -1.53935 6.26875
H19 -1.47992 0.59922 4.59959
H20 -1.29488 1.01329 2.20311
H21 -0.03856 0.02944 1.36460
H22 -1.74450 -0.43495 1.22823

Force components x, y, z for each atom (eV/Å):
F -0.93 -0.68 0.93
C 0.49 0.92 -0.39
C -0.74 0.24 0.35
C 0.31 -0.14 -0.03
C -0.11 0.01 0.32
C 0.55 -0.15 -0.14
C -0.21 -0.02 -0.61
C 0.21 0.83 0.32
C 0.60 -1.04 -0.15
C 0.22 1.16 0.03
C -0.25 -0.22 0.34
C 0.48 0.42 -0.68
F -0.92 -0.95 0.84
C -0.02 -0.75 0.11
C 0.00 0.21 -0.10
C 0.18 -0.27 -0.45
C 0.13 -0.26 0.07
H -0.24 0.11 0.22
H -0.08 0.43 0.26
H 0.33 0.31 -0.20
H -0.23 0.04 -0.38
H -0.68 -0.21 -0.08
H 0.24 0.10 -0.03
H 0.01 0.19 0.08
H -0.05 -0.23 -0.05
H 0.21 -0.26 -0.27
H 0.27 0.13 -0.05
H 0.23 -0.02 -0.16
H 0.00 -0.75 0.97
B 0.25 -0.46 -1.19
H 0.30 0.29 0.29
H -0.31 0.05 0.07
C -0.35 1.10 0.19
N -0.07 0.54 -0.70
C 0.15 -0.56 0.04
C -0.10 0.61 -0.68
C -0.02 -0.50 1.13
N 0.18 -0.63 0.18
C -0.06 0.36 -0.53
H 0.09 -0.13 -0.39
H 0.21 0.22 0.12
H -0.28 0.06 0.07
H 0.03 0.00 -0.18
H 0.00 0.05 -0.11
H 0.11 -0.42 0.00
H -0.32 0.08 0.30
H 0.21 0.18 0.31

Values from the calculation:
Multiplicity: 1
Total charge: +1
Electronic energy (eV): -30179.8035
Highest occupied orbital energy (eV): -11.08

---

(3)
This record from OMol25 describes the molecule C6H6O2 in a non-equilibrium geometry. The level of theory is the ωB97M-V functional and the def2-TZVPD basis.

Atoms and positions in Å:
C1 -1.35609 -1.24389 -1.47822
C2 -0.26316 -0.55023 -0.71049
C3 1.11632 -0.36025 -0.96296
O1 1.72170 0.50325 -0.03610
C4 0.70383 0.85906 0.87591
C5 1.01939 1.53976 2.12304
O2 2.20628 1.66104 2.54678
C6 -0.46987 0.32375 0.43283
H1 -1.90010 -1.78325 -0.57646
H2 -0.97837 -1.88201 -2.28157
H3 -2.17221 -0.52728 -1.83576
H4 1.69145 -0.66232 -1.78973
H5 0.15427 1.77297 2.76218
H6 -1.47344 0.34939 0.93055

Force components x, y, z for each atom (eV/Å):
C -1.60 0.19 2.45
C 2.90 2.48 -0.08
C -2.52 1.12 1.92
O -1.89 -1.17 -0.02
C 0.47 -0.50 -1.81
C 3.95 -0.58 1.17
O -3.82 0.03 -1.32
C -1.50 -1.23 0.50
H 0.81 0.18 -2.31
H -0.36 -0.05 0.37
H 1.42 -0.78 0.18
H 0.86 -0.31 -0.57
H 0.05 0.26 -0.15
H 1.23 0.35 -0.32

Values from the calculation:
Multiplicity: 1
Electronic energy (eV): -10412.3725
Highest occupied orbital energy (eV): -9.09
SMILES: Cc1coc(C=O)c1

---

(4)
This record from OMol25 describes a structure of composition C31H34AsClIN4O7SSi2W. The level of theory is the ωB97M-V functional and the def2-TZVPD basis.

Atoms and positions in Å:
W1 0.07298 -2.37967 0.09133
C1 2.36918 5.84247 0.26044
O1 1.17274 5.79485 1.01205
C2 1.11708 4.92144 2.05532
C3 2.11014 3.99886 2.36141
C4 1.96195 3.16205 3.46116
C5 0.84046 3.25637 4.27068
C6 -0.13694 4.20172 3.97187
C7 -0.01790 5.00766 2.85899
N1 0.72773 2.57686 5.53588
N2 0.92770 1.36125 5.65806
C8 1.11022 0.51984 4.50710
C9 2.26811 -0.21323 4.40688
C10 2.53497 -1.05879 3.32009
C11 1.56993 -1.22960 2.34571
O2 1.67856 -1.96884 1.27454
C12 0.33453 -0.55764 2.50494
N3 -0.57848 -0.88866 1.55331
C13 -1.79135 -0.38876 1.64203
C14 -2.14915 0.50928 2.65892
C15 -1.23305 0.87422 3.60727
C16 0.06986 0.32644 3.55998
H1 2.22059 6.60921 -0.49526
H2 2.57595 4.89034 -0.23289
H3 3.22049 6.11283 0.89220
H4 2.99872 3.91148 1.75339
H5 2.73993 2.44746 3.69168
H6 -0.98870 4.30146 4.63357
H7 -0.77763 5.73580 2.60770
H8 3.01271 -0.09656 5.18585
H9 3.47073 -1.59504 3.24643
H10 -2.49515 -0.72293 0.89629
H11 -3.15836 0.89620 2.68014
H12 -1.50983 1.55005 4.40532
Cl1 1.11855 -6.24197 -5.75208
C17 1.28354 -5.15604 -4.39663
C18 2.46259 -4.49628 -4.20120
C19 2.62818 -3.61518 -3.11743
I1 4.42593 -2.61234 -2.85685
C20 1.60511 -3.39090 -2.21603
O3 1.67829 -2.60115 -1.18654
C21 0.37492 -4.07762 -2.44827
N4 -0.60399 -3.79833 -1.54455
C22 -1.76565 -4.39809 -1.65465
C23 -2.03390 -5.30933 -2.69241
C24 -1.07194 -5.59171 -3.61743
C25 0.19038 -4.96671 -3.51652
H13 3.28194 -4.65321 -4.88894
H14 -2.49975 -4.16660 -0.89659
H15 -3.00637 -5.77870 -2.73402
H16 -1.25715 -6.28950 -4.42260
C26 -2.49743 1.71113 -3.31629
Si1 -2.68776 0.38861 -1.98760
C27 -3.64466 1.23204 -0.59136
C28 -3.84632 -0.95633 -2.61926
As1 -0.60129 -0.65354 -1.83010
Si2 0.82112 1.14685 -1.47770
C29 2.41567 0.62224 -0.63436
C30 0.03197 2.46942 -0.37711
C31 1.23132 1.98240 -3.11640
H17 -3.47516 2.01075 -3.70576
H18 -1.89637 1.34139 -4.14808
H19 -2.01193 2.60307 -2.91384
H20 -4.54419 1.66824 -1.03775
H21 -3.08354 2.03504 -0.10924
H22 -3.98355 0.54208 0.18325
H23 -4.87387 -0.59271 -2.70988
H24 -3.84871 -1.80912 -1.93503
H25 -3.51726 -1.31859 -3.59512
H26 2.70085 -0.40902 -0.83846
H27 2.32654 0.73748 0.44928
H28 3.22572 1.27574 -0.97575
H29 0.11784 2.19500 0.67851
H30 -1.02802 2.60544 -0.59732
H31 0.51540 3.44183 -0.51025
H32 1.55202 1.24412 -3.85470
H33 2.03573 2.71370 -2.99166
H34 0.35975 2.50009 -3.52018
O4 -1.74683 -5.54149 1.48294
S1 -0.99256 -4.33659 1.69136
O5 -1.65716 -3.16602 0.87217
O6 0.34568 -4.35201 0.94638
O7 -0.82239 -3.89597 3.04965

Force components x, y, z for each atom (eV/Å):
W -0.18 -0.42 -0.01
C 0.00 -0.02 0.01
O -0.03 -0.02 -0.02
C 0.02 0.03 0.03
C 0.00 0.01 -0.02
C 0.02 -0.01 -0.02
C -0.05 0.01 0.02
C -0.01 -0.01 0.00
C 0.00 0.00 0.00
N 0.03 -0.04 -0.01
N -0.06 0.02 0.01
C 0.04 -0.03 -0.01
C -0.02 0.04 -0.01
C 0.01 -0.03 -0.02
C 0.10 0.06 -0.13
O 0.10 0.15 -0.03
C -0.03 0.00 -0.07
N 0.08 0.07 0.12
C -0.01 -0.02 -0.01
C 0.01 -0.01 -0.04
C 0.06 0.00 0.03
C -0.01 0.04 0.03
H 0.00 0.00 0.00
H -0.02 -0.05 -0.02
H 0.00 -0.01 0.00
H 0.00 0.00 -0.01
H -0.01 0.01 -0.01
H 0.00 0.00 0.00
H 0.00 0.00 0.00
H 0.00 0.00 0.01
H 0.00 0.00 0.00
H 0.00 0.01 0.04
H 0.00 0.00 0.00
H 0.00 0.02 0.01
Cl 0.00 0.00 0.01
C 0.00 0.00 0.01
C -0.01 0.00 0.01
C -0.03 -0.03 -0.03
I 0.02 0.02 0.01
C -0.04 0.10 -0.05
O 0.09 -0.25 -0.01
C -0.01 0.06 0.03
N 0.08 -0.03 -0.14
C -0.02 0.01 -0.04
C -0.01 0.03 0.02
C 0.01 0.00 -0.02
C 0.00 -0.01 -0.02
H 0.00 0.00 0.00
H 0.00 -0.01 0.01
H 0.00 0.00 0.00
H 0.00 0.00 0.00
C -0.07 0.01 -0.01
Si 0.04 -0.18 -0.12
C 0.04 0.02 0.11
C 0.00 -0.01 -0.01
As -0.01 -0.04 0.08
Si -0.14 0.25 0.26
C 0.09 0.09 -0.07
C 0.02 0.01 -0.01
C 0.04 -0.09 -0.05
H -0.01 0.01 0.02
H 0.01 0.00 0.00
H 0.02 0.01 -0.01
H 0.03 0.04 -0.03
H -0.02 -0.03 0.02
H 0.00 0.00 -0.05
H 0.00 0.00 -0.01
H -0.01 0.00 0.01
H 0.01 -0.01 0.00
H -0.01 -0.01 -0.03
H -0.02 -0.04 0.00
H 0.02 0.00 0.04
H -0.03 -0.03 0.01
H 0.02 0.02 -0.04
H 0.05 0.03 0.04
H 0.02 0.01 0.00
H -0.01 0.01 0.02
H -0.02 0.00 -0.02
O 0.03 0.00 -0.05
S 0.06 -0.09 -0.08
O 0.00 0.11 -0.02
O -0.20 0.27 0.28
O -0.05 -0.07 0.06

Values from the calculation:
Multiplicity: 3
Total charge: -1
Electronic energy (eV): -162876.3340
Highest occupied orbital energy (alpha / beta) (eV): -4.31 / -4.98

---

(5)
This record from OMol25 describes a cluster of 2 separate species, CH6S2 in total in a non-equilibrium geometry. The level of theory is the ωB97M-V functional and the def2-TZVPD basis.

Atoms and positions in Å:
S1 1.25861 1.62271 -0.97338
S2 2.05896 0.16380 -2.25259
H1 2.42461 2.28053 -0.91698
H2 1.04943 -0.79088 -2.39087
C1 -1.38929 -0.65577 1.27573
H3 -0.73848 -0.06884 1.93737
H4 -2.07223 0.09300 0.85387
H5 -0.78323 -1.18075 0.57567
H6 -1.80838 -1.46380 1.89118

Force components x, y, z for each atom (eV/Å):
S -0.48 -0.21 0.04
S -0.15 -0.90 -0.55
H 0.05 -0.13 -0.05
H 0.56 1.24 0.58
C 0.17 0.45 1.35
H 0.08 -0.28 -0.15
H -0.13 -0.82 -0.08
H 0.46 0.05 -0.97
H -0.57 0.60 -0.17

Values from the calculation:
Multiplicity: 1
Electronic energy (eV): -22804.1046
Highest occupied orbital energy (eV): -8.57
SMILES: SS.C

---

(6)
This record from OMol25 describes the molecule C5H6O. The level of theory is the ωB97M-V functional and the def2-TZVPD basis.

Atoms and positions in Å:
C1 1.72954 -0.16156 -0.14798
C2 0.71194 0.26800 -1.19360
O1 -0.54568 -0.28488 -0.74430
C3 -1.35960 0.64067 -0.29865
C4 -2.20794 0.09985 0.72056
C5 -2.57234 0.01051 1.87580
H1 1.27289 -0.06185 0.84294
H2 2.62375 0.46629 -0.17693
H3 2.02159 -1.20776 -0.27880
H4 0.93254 -0.11415 -2.19323
H5 0.57732 1.35294 -1.22293
H6 -2.86840 -0.03337 2.90071

Force components x, y, z for each atom (eV/Å):
C 0.08 0.00 0.00
C 0.27 0.08 -0.14
O -0.32 0.33 0.25
C 0.07 -0.34 0.18
C -0.14 0.13 0.57
C 0.04 -0.01 -0.52
H 0.16 0.06 -0.15
H -0.07 -0.10 -0.10
H -0.04 0.16 0.02
H -0.08 -0.05 0.14
H 0.11 -0.17 -0.06
H -0.09 -0.09 -0.19

Values from the calculation:
Multiplicity: 1
Electronic energy (eV): -7324.6963
Highest occupied orbital energy (eV): -8.57

---

(7)
This record from OMol25 describes a cluster of 3 separate species, C4H13NO2 in total in a non-equilibrium geometry. The level of theory is the ωB97M-V functional and the def2-TZVPD basis.

Atoms and positions in Å:
C1 -1.13367 -0.99760 2.20937
C2 0.24404 -1.34880 1.64537
C3 1.00249 -0.59114 0.78994
N1 0.77010 0.80862 0.49903
C4 0.98579 -2.39244 2.41994
H1 -1.01630 -0.71567 3.28012
H2 -1.30379 -0.01089 1.77320
H3 -1.98290 -1.66071 2.26726
H4 1.81316 -0.81850 0.11586
H5 1.58792 1.28464 0.11143
H6 0.43682 1.29164 1.32974
H7 1.83718 -2.78592 1.81553
H8 1.41346 -2.04918 3.34826
H9 0.34300 -3.24542 2.61901
H10 -0.17915 -0.78329 -2.09542
H11 -1.03023 -0.18376 -0.81973
O1 -0.96964 -0.36445 -1.75313
H12 -1.47340 3.64469 -4.66207
H13 -0.38649 4.72228 -4.80456
O2 -0.54324 3.82427 -4.49901

Force components x, y, z for each atom (eV/Å):
C 1.91 2.52 0.20
C -0.65 -1.21 2.75
C -0.45 5.03 -2.41
N 0.76 -3.11 2.31
C 0.66 -1.42 -2.10
H 0.46 -0.45 -0.31
H -1.24 -0.28 -0.25
H 0.08 -0.55 -0.91
H 0.30 -1.47 0.52
H -0.45 -0.20 -0.29
H -0.51 0.39 -0.42
H -0.44 0.29 0.46
H -0.10 0.51 0.40
H -0.19 0.00 0.25
H 0.21 0.00 0.68
H 0.67 -0.27 0.05
O -1.04 0.22 -0.95
H 0.00 0.09 -0.07
H -0.10 -0.01 -0.05
O 0.11 -0.10 0.14

Values from the calculation:
Multiplicity: 2
Total charge: +1
Electronic energy (eV): -9934.5280
Highest occupied orbital energy (alpha / beta) (eV): -13.40 / -13.40

---

Q: electronic energy of number 2 (C20H22BF2N2)?
A: -30179.8035 eV

---

Q: Among the records above, which one has the highest electronic energy?
A: C5H6O

---

Q: What is the multiplicity in the first record?
A: 1

---

Please write out number 7 again, unchanged.
This record from OMol25 describes a cluster of 3 separate species, C4H13NO2 in total in a non-equilibrium geometry. The level of theory is the ωB97M-V functional and the def2-TZVPD basis.

Atoms and positions in Å:
C1 -1.13367 -0.99760 2.20937
C2 0.24404 -1.34880 1.64537
C3 1.00249 -0.59114 0.78994
N1 0.77010 0.80862 0.49903
C4 0.98579 -2.39244 2.41994
H1 -1.01630 -0.71567 3.28012
H2 -1.30379 -0.01089 1.77320
H3 -1.98290 -1.66071 2.26726
H4 1.81316 -0.81850 0.11586
H5 1.58792 1.28464 0.11143
H6 0.43682 1.29164 1.32974
H7 1.83718 -2.78592 1.81553
H8 1.41346 -2.04918 3.34826
H9 0.34300 -3.24542 2.61901
H10 -0.17915 -0.78329 -2.09542
H11 -1.03023 -0.18376 -0.81973
O1 -0.96964 -0.36445 -1.75313
H12 -1.47340 3.64469 -4.66207
H13 -0.38649 4.72228 -4.80456
O2 -0.54324 3.82427 -4.49901

Force components x, y, z for each atom (eV/Å):
C 1.91 2.52 0.20
C -0.65 -1.21 2.75
C -0.45 5.03 -2.41
N 0.76 -3.11 2.31
C 0.66 -1.42 -2.10
H 0.46 -0.45 -0.31
H -1.24 -0.28 -0.25
H 0.08 -0.55 -0.91
H 0.30 -1.47 0.52
H -0.45 -0.20 -0.29
H -0.51 0.39 -0.42
H -0.44 0.29 0.46
H -0.10 0.51 0.40
H -0.19 0.00 0.25
H 0.21 0.00 0.68
H 0.67 -0.27 0.05
O -1.04 0.22 -0.95
H 0.00 0.09 -0.07
H -0.10 -0.01 -0.05
O 0.11 -0.10 0.14

Values from the calculation:
Multiplicity: 2
Total charge: +1
Electronic energy (eV): -9934.5280
Highest occupied orbital energy (alpha / beta) (eV): -13.40 / -13.40